This record from the Open Molecules 2025 dataset describes a structure of composition C45H62CsGeN7P2. The level of theory is ωB97M-V/def2-TZVPD.

Results
Maximum force: 0.45 eV/A
Charge: 0
HOMO: -0.17978 hartree
Orbital gap: 4.99 eV

CARTESIAN COORDINATES (ANGSTROEM)
Cs: 1.0059 0.0666 0.1790
C: 1.1119 -2.7034 -2.7045
N: 1.1609 -2.1301 -4.0341
C: 0.1489 -2.6401 -4.9418
C: 1.6285 -0.8406 -4.1538
N: 1.7677 -0.1027 -3.1010
C: 2.7891 0.8644 -3.0809
C: 4.0878 0.4962 -3.4503
C: 5.1627 1.3572 -3.3191
C: 4.9583 2.6174 -2.7737
C: 3.6820 2.9970 -2.4004
C: 2.5734 2.1584 -2.5720
N: 1.2915 2.5265 -2.1374
C: 0.8584 3.7401 -2.2566
N: 1.2523 4.6867 -3.1838
C: 1.7887 4.3310 -4.4751
C: 1.4444 6.0752 -2.8129
N: -0.1236 4.1810 -1.3979
C: -1.2644 4.9343 -1.8881
C: -0.3892 3.3827 -0.2233
N: 1.9036 -0.4502 -5.4501
C: 1.8476 0.9463 -5.8108
C: 2.5993 -1.3156 -6.3794
H: 0.9946 -3.7853 -2.7798
H: 0.2778 -2.2996 -2.1234
H: 2.0355 -2.4843 -2.1710
H: 0.3447 -3.6873 -5.1800
H: 0.1444 -2.0649 -5.8629
H: -0.8473 -2.5760 -4.4878
H: 4.2446 -0.5112 -3.8205
H: 6.1545 1.0338 -3.6077
H: 5.7888 3.2948 -2.6229
H: 3.5217 3.9701 -1.9493
H: 1.5285 3.3060 -4.7149
H: 2.8790 4.4251 -4.5151
H: 1.3545 4.9897 -5.2325
H: 1.1316 6.2381 -1.7860
H: 0.8740 6.7433 -3.4649
H: 2.5038 6.3427 -2.9018
H: -1.0569 5.3289 -2.8786
H: -1.4969 5.7641 -1.2169
H: -2.1474 4.2892 -1.9528
H: 0.5632 3.0395 0.1739
H: -1.0211 2.5173 -0.4516
H: -0.8838 3.9971 0.5255
H: 1.1287 1.4436 -5.1618
H: 1.4998 1.0303 -6.8433
H: 2.8157 1.4513 -5.7237
H: 2.7009 -2.3112 -5.9565
H: 3.6005 -0.9207 -6.5870
H: 2.0599 -1.3902 -7.3285
C: -0.7561 -3.7391 2.9828
N: -1.0948 -2.7069 2.0014
P: -0.9529 -2.8913 0.3255
C: -2.5996 -3.4664 -0.2330
C: -3.0031 -3.1628 -1.5297
C: -4.2462 -3.5684 -1.9961
C: -5.1021 -4.2671 -1.1576
C: -4.7176 -4.5568 0.1457
C: -3.4717 -4.1586 0.6052
C: 0.0402 -4.4129 0.1515
C: -0.4074 -5.5822 -0.4544
C: 0.4600 -6.6493 -0.6529
C: 1.7805 -6.5660 -0.2404
C: 2.2396 -5.4053 0.3715
C: 1.3771 -4.3381 0.5541
P: -1.5511 -1.1003 2.4388
C: -0.1892 -0.5021 3.4171
C: -0.3750 0.8321 4.1256
C: 0.7117 0.9420 5.1676
C: 1.9589 0.4999 4.8875
C: 2.2313 -0.3278 3.7528
C: 1.1105 -0.9157 3.1713
C: -2.8769 -1.4067 3.6626
C: -4.1781 -1.5673 3.1882
C: -5.2221 -1.8304 4.0635
C: -4.9734 -1.9148 5.4270
C: -3.6833 -1.7413 5.9104
C: -2.6389 -1.4915 5.0316
H: 0.3054 -3.7348 3.2418
H: -1.0148 -4.7286 2.6038
H: -1.3229 -3.5644 3.8975
H: -2.3408 -2.5933 -2.1730
H: -4.5526 -3.3268 -3.0062
H: -6.0762 -4.5770 -1.5147
H: -5.3922 -5.0891 0.8044
H: -3.1800 -4.3643 1.6281
H: -1.4378 -5.6678 -0.7766
H: 0.0958 -7.5526 -1.1267
H: 2.4524 -7.4014 -0.3913
H: 3.2681 -5.3322 0.7016
H: 1.7460 -3.4327 1.0275
H: -1.3551 0.8480 4.6208
H: 0.5063 1.4577 6.1002
H: 2.7618 0.6989 5.5928
H: 3.2230 -0.7257 3.5850
H: 1.2713 -1.7511 2.4839
H: -4.3664 -1.4882 2.1222
H: -6.2289 -1.9600 3.6855
H: -5.7885 -2.1076 6.1140
H: -3.4900 -1.7990 6.9747
H: -1.6255 -1.3512 5.3973
C: -1.8172 3.5311 5.5952
Ge: -0.5459 3.7513 4.1309
C: 1.1685 4.3909 4.8038
C: -1.2652 5.1467 2.9497
C: -0.3640 2.0538 3.1621
H: -1.9604 4.4807 6.1134
H: -1.4594 2.7935 6.3128
H: -2.7830 3.1941 5.2148
H: 1.0777 5.3898 5.2332
H: 1.8963 4.4255 3.9908
H: 1.5461 3.7044 5.5606
H: -1.5237 6.0362 3.5267
H: -2.1666 4.7977 2.4424
H: -0.5275 5.4374 2.1994
H: 0.5898 2.0897 2.6185
H: -1.1728 1.9636 2.4255

Atomic forces in eV per Å
Cs 0.1 0.3 -0.3
C 0.0 0.1 0.0
N 0.1 0.1 0.0
C 0.0 0.0 0.0
C 0.0 -0.1 0.0
N 0.0 0.0 -0.1
C 0.1 0.0 0.0
C 0.0 0.0 0.0
C 0.0 0.0 0.0
C 0.0 0.0 0.0
C -0.1 0.0 0.0
C 0.0 0.0 0.0
N 0.0 0.1 0.0
C -0.1 0.0 0.0
N 0.0 0.0 0.0
C 0.0 0.0 0.0
C 0.0 0.0 0.0
N 0.0 0.0 0.0
C 0.0 0.0 0.0
C 0.1 0.0 0.0
N 0.0 0.0 0.0
C 0.0 0.0 0.0
C 0.0 0.0 0.0
H 0.0 0.0 0.0
H 0.0 0.0 0.0
H 0.0 0.0 0.0
H 0.0 0.0 0.0
H 0.0 0.0 0.0
H 0.0 0.0 0.0
H 0.0 0.0 0.0
H 0.0 0.0 0.0
H 0.0 0.0 0.0
H 0.0 0.0 0.0
H 0.0 0.0 0.0
H 0.0 0.0 0.0
H 0.0 0.0 0.0
H 0.0 0.0 0.0
H 0.0 0.0 0.0
H 0.0 0.0 0.0
H 0.0 0.0 0.0
H 0.0 0.0 0.0
H 0.0 0.0 0.0
H -0.1 0.0 0.1
H 0.0 -0.1 0.0
H 0.0 0.0 0.0
H 0.0 0.0 0.0
H 0.0 0.0 0.0
H 0.0 0.0 0.0
H 0.0 0.0 0.0
H 0.0 0.0 0.0
H 0.0 0.0 0.0
C -0.1 0.0 0.1
N 0.2 -0.2 0.1
P -0.4 0.1 -0.2
C 0.0 -0.1 0.1
C 0.0 0.0 0.0
C 0.0 0.0 0.0
C -0.1 0.0 0.0
C 0.0 0.0 0.0
C 0.0 0.0 0.0
C 0.1 0.0 0.1
C 0.0 0.0 0.0
C 0.0 0.0 0.0
C 0.0 0.0 0.0
C 0.0 0.0 0.0
C 0.0 0.0 0.0
P 0.1 0.1 0.0
C 0.1 0.1 -0.1
C -0.1 0.0 0.0
C 0.1 0.0 0.0
C 0.1 0.1 0.1
C -0.1 0.0 0.1
C 0.1 0.0 -0.2
C -0.1 0.0 0.0
C 0.0 0.0 0.0
C 0.0 0.0 0.0
C 0.0 0.0 0.0
C 0.0 0.0 0.0
C 0.0 0.0 0.0
H 0.0 0.0 0.0
H 0.0 0.0 0.0
H 0.0 0.0 0.0
H 0.0 0.0 0.0
H 0.0 0.0 0.0
H 0.0 0.0 0.0
H 0.0 0.0 0.0
H 0.0 0.0 0.0
H 0.0 0.0 0.0
H 0.0 0.0 0.0
H 0.0 0.0 0.0
H 0.0 0.0 0.0
H 0.0 0.0 0.0
H 0.0 0.0 0.0
H 0.0 0.0 0.0
H 0.0 0.0 0.0
H 0.0 0.0 0.0
H 0.0 -0.1 0.2
H 0.0 0.0 0.0
H 0.0 0.0 0.0
H 0.0 0.0 0.0
H 0.0 0.0 0.0
H 0.0 0.0 0.0
C -0.1 0.0 0.1
Ge 0.0 0.0 0.0
C 0.1 0.0 0.0
C 0.0 0.0 -0.1
C 0.1 -0.1 0.0
H 0.0 0.0 0.0
H 0.0 0.0 0.0
H 0.0 0.0 0.0
H 0.0 0.0 0.0
H 0.0 0.0 0.0
H 0.0 0.0 0.0
H 0.0 0.0 0.0
H 0.0 0.0 0.0
H 0.0 0.0 0.0
H 0.0 -0.1 0.0
H 0.0 0.0 0.0

Mulliken atomic charge list, values in e, 5 entries: number 1, Cs, carries 1.33; number 2, C, carries -0.58; number 3, N, carries 0.15; number 4, C, carries -1.08; number 5, C, carries 0.09

This record from the Open Molecules 2025 dataset describes a structure of composition C10H7FeNO3S at a distorted geometry. The level of theory is ωB97M-V/def2-TZVPD.

Results
Spin multiplicity: 5
Maximum force: 5.61 eV/A
Charge: 0
HOMO (alpha / beta): -0.23077 / -0.33121 hartree
Orbital gap (alpha / beta): 6.20 / 5.72 eV

CARTESIAN COORDINATES (ANGSTROEM)
S: -3.1687 -1.2180 -1.4804
C: -2.8359 -2.8166 -1.6251
N: -2.6856 -3.9863 -1.7727
O: 0.9100 0.2880 -2.6471
C: 1.2658 0.5831 -1.5774
Fe: 1.7971 0.6546 0.0717
C: 2.5829 -0.9129 -0.0005
O: 3.0401 -1.9339 -0.3273
C: 3.1302 1.7699 -0.1655
O: 4.0789 2.1447 -0.7341
C: -1.6481 -0.5868 0.4889
C: -1.5616 0.8227 -0.0850
C: -0.2061 1.5254 0.0951
C: 0.4065 1.3277 1.3858
C: 0.4960 -0.0659 1.6957
C: -0.4692 -0.9937 1.1157
H: -2.6126 -1.1475 0.6761
H: -1.8322 0.8957 -1.1540
H: -2.2752 1.4259 0.5404
H: -0.1299 2.5164 -0.3704
H: 0.7995 2.1258 2.0330
H: 1.1045 -0.3763 2.5596
H: -0.1864 -2.0421 1.2775

Atomic forces in eV per Å
S -0.7 -0.5 -1.3
C 0.0 -2.5 -0.4
N -0.1 2.5 0.4
O 0.5 1.0 2.0
C -1.0 -1.4 -4.8
Fe -1.6 1.3 2.3
C 2.9 -4.6 -1.4
O -1.2 2.3 1.0
C 4.5 1.3 -2.9
O -2.3 -0.2 1.9
C 1.9 0.4 0.9
C -0.3 0.4 0.7
C -1.0 0.8 1.7
C -0.2 -0.1 -0.7
C -2.2 -0.3 1.3
C 0.8 -0.1 0.7
H 1.4 0.6 -0.4
H -0.1 -0.1 0.5
H 0.1 0.0 -0.9
H -0.3 -0.3 0.2
H 0.0 -0.5 -0.5
H -0.3 -0.1 -0.7
H -0.8 0.2 0.3

Mulliken atomic charge list, values in e, 5 entries: number 1, S, carries -0.10; number 2, C, carries 0.52; number 3, N, carries -0.41; number 4, O, carries -0.35; number 5, C, carries 0.11

This record from the Open Molecules 2025 dataset describes a cluster of 2 separate species, CH3IN2O2 in total at a distorted geometry. The level of theory is ωB97M-V/def2-TZVPD.

Results
Maximum force: 5.22 eV/A
Charge: 0
HOMO: -0.31745 hartree
Orbital gap: 8.38 eV

CARTESIAN COORDINATES (ANGSTROEM)
C: -0.1011 0.5158 -1.7492
N: -0.2142 0.0717 0.5604
N: 0.4872 0.5156 -0.5718
O: -1.1596 0.2784 -2.2090
O: 1.4292 1.2405 -2.7613
I: 1.0636 2.7468 -3.9069
H: -1.1833 -0.2403 0.2606
H: 0.2412 -0.7306 0.9178
H: 1.3509 0.8602 -0.6202

Atomic forces in eV per Å
C 1.0 1.1 -1.5
N -1.8 0.4 -0.1
N -4.5 -1.8 -1.9
O 1.3 0.3 0.2
O -2.2 -1.7 2.1
I -0.3 0.3 -0.2
H 1.7 0.7 0.3
H 0.6 -1.0 0.3
H 4.3 1.8 0.8

Mulliken atomic charge list, values in e, 5 entries: number 1, C, carries 0.69; number 2, N, carries -0.67; number 3, N, carries 0.14; number 4, O, carries -0.40; number 5, O, carries -0.71

This record from the Open Molecules 2025 dataset describes the molecule CH2N4O3 at a distorted geometry. The level of theory is ωB97M-V/def2-TZVPD.

Results
Maximum force: 3.86 eV/A
Structure (SMILES): O/N=c1/nnon1O
Charge: 0
HOMO: -0.36160 hartree
Orbital gap: 9.65 eV

CARTESIAN COORDINATES (ANGSTROEM)
C: -0.2398 0.1388 0.4630
H: 2.0807 -0.8207 2.0607
H: 0.9475 -0.3783 -2.2304
N: 0.4000 -0.3553 1.3800
N: -1.6856 0.2323 0.7726
N: -2.2661 0.4469 -0.3100
N: -0.0550 0.5869 -0.8233
O: 1.7424 -0.2625 1.3495
O: -1.3040 0.9357 -1.2204
O: 0.3798 -0.5238 -1.4417

Atomic forces in eV per Å
C -3.4 1.5 1.2
H -0.4 0.1 0.0
H -0.6 0.9 0.8
N 1.3 -0.6 2.8
N -0.7 -1.5 -2.6
N 1.0 0.9 2.8
N 1.8 1.9 0.4
O 1.2 -0.2 -1.0
O -1.1 0.0 -2.2
O 0.8 -3.0 -2.1

Mulliken atomic charge list, values in e, 5 entries: number 1, C, carries 0.62; number 2, H, carries 0.39; number 3, H, carries 0.36; number 4, N, carries -0.32; number 5, N, carries -0.12